[1]
76
Properties=species:S:1:pos:R:3:forces:R:3 method="wB97M-V/def2-TZVPD" homo_ev=-11.05 spin_multiplicity=1 orbital_gap_ev=6.436 de_lowest_kcal_mol=5.7 molar_mass_g_mol=887.9 e_tot_ha=-3998.41045 charge=+1 lumo_energy_ev=-4.61
C 1.893789 2.264143 -0.314400 -0.009 -0.117 -0.097
O -6.265541 3.216467 3.334802 0.135 0.265 0.086
H 1.305880 1.249381 3.643093 0.016 -0.004 -0.007
H -3.744171 -4.156335 -3.383816 -0.001 0.000 0.007
O 5.587286 -4.885572 -0.870783 -0.036 0.130 0.019
H -0.083741 4.289560 2.348184 0.020 0.019 -0.008
O 1.048195 -0.559296 -0.471348 -0.186 -0.009 -0.183
H -1.856972 -3.557476 1.063365 0.046 -0.033 0.000
S -4.823136 3.139573 1.124519 0.050 0.122 0.091
H -1.720244 4.658534 -0.156953 0.016 -0.005 -0.013
C -2.226918 -1.721364 -1.551856 -0.117 -0.218 -0.096
H -1.614723 1.991885 -4.201113 -0.019 0.053 0.005
C -2.217293 -1.186216 -3.906406 -0.016 -0.045 0.069
C -1.779063 2.135870 -3.128079 0.019 0.104 -0.162
C -1.881003 -0.855886 -2.586004 -0.063 -0.110 -0.216
C 1.441950 2.316875 3.464340 -0.017 0.016 -0.009
C 4.294164 -3.970248 1.320096 -0.042 0.040 -0.007
C 4.034919 -3.461996 0.062375 0.145 -0.057 -0.162
H -3.576984 -1.145331 2.104160 -0.042 -0.003 -0.002
H 0.362027 0.161555 -4.211486 0.086 0.023 -0.033
H 2.005133 -2.145901 3.043000 -0.009 0.004 -0.002
O 0.641419 -0.497483 1.635744 0.060 -0.166 -0.111
H -0.855103 -2.557028 2.114052 -0.015 -0.015 0.008
H -4.111282 -0.174004 0.717298 -0.040 -0.026 -0.005
H 2.904091 -2.143452 -1.180604 -0.005 0.005 -0.006
H 1.382602 -0.205401 -2.826391 -0.004 -0.031 -0.019
C 1.960924 1.927329 1.045507 0.054 -0.015 -0.068
C -0.696882 5.048991 -0.185408 0.024 0.027 0.034
C 0.446160 3.710725 1.600394 0.014 -0.054 0.088
C -3.224587 -3.232961 -3.163289 0.007 -0.004 -0.010
H 0.745584 2.867160 4.093167 -0.006 -0.006 -0.005
H -3.181715 -3.605743 -1.069456 0.009 0.022 0.019
C 3.076413 -2.501510 -0.176143 0.009 -0.028 0.092
C 1.252516 2.640879 2.015252 -0.131 0.241 0.047
H 3.911925 1.958191 -0.859969 0.006 0.009 -0.012
S -3.982581 1.952378 3.743209 0.028 0.158 0.017
O 4.626670 -3.445544 -2.162792 0.042 -0.011 0.123
O 3.101490 -3.532868 4.621893 0.064 -0.025 -0.062
C 2.925162 1.730481 -1.266729 0.035 0.026 0.058
H 2.849045 2.198583 -2.243887 0.000 -0.003 0.013
C -2.905991 1.807288 2.389392 -0.155 0.007 0.169
H -2.851439 2.152860 -2.953733 -0.030 0.000 -0.012
H 2.694677 1.195271 1.364936 -0.048 -0.035 0.023
H -0.493804 5.372626 -1.204658 0.006 0.005 0.001
C -5.228565 2.896167 2.855535 -0.298 -0.534 -0.152
H -3.144495 -2.602838 -5.216278 -0.003 -0.013 0.006
C 0.689543 0.524479 -3.231587 0.112 0.031 -0.131
Si -1.937870 -1.308381 0.238979 -0.188 0.217 -0.237
H -0.659595 5.915211 0.473894 -0.003 -0.009 0.017
C 0.257549 3.989743 0.259904 -0.029 -0.039 -0.119
H 5.047704 -4.727374 1.479926 0.006 -0.002 0.002
C -3.277619 2.345157 1.216192 -0.211 0.170 0.045
H -0.238098 -3.117151 0.538039 -0.006 -0.023 0.019
H -4.241082 -1.924905 0.660874 -0.003 0.000 0.024
H -1.369821 3.113104 -2.863580 -0.001 -0.009 -0.006
C 2.570642 -2.503760 2.194894 0.051 -0.010 -0.080
H -1.957941 -0.523407 -4.725667 0.003 0.016 0.017
N 3.795128 -3.981751 3.734184 -0.023 -0.012 -0.002
C 2.346191 -2.026514 0.908140 -0.054 0.089 -0.039
H 2.458720 2.577156 3.765390 -0.007 0.003 0.018
H 2.856005 0.652285 -1.388700 0.010 -0.003 0.013
C -2.899326 -2.914033 -1.856508 0.030 0.052 -0.032
C 1.314780 -1.006268 0.681780 -0.028 -0.042 0.069
C -2.886726 -2.362519 -4.193059 0.002 0.009 -0.008
W -0.424821 0.855565 0.341734 0.671 0.596 1.021
C -1.115877 -2.752522 1.074270 0.076 -0.140 0.090
Si -0.914021 0.699261 -2.301419 -0.169 -0.029 0.094
H 1.199473 1.473827 -3.389736 -0.011 -0.020 -0.042
C 3.543656 -3.465131 2.363939 0.028 -0.073 0.196
C 0.939113 3.208606 -0.698206 -0.102 -0.003 -0.018
S -2.366948 2.045270 -0.209143 0.249 -0.379 -0.217
S -1.463086 0.901544 2.476766 0.261 -0.072 -0.233
O 4.668921 -4.808099 3.857841 -0.062 0.064 -0.011
N 4.823800 -3.973393 -1.088081 -0.093 -0.105 -0.076
C -3.617632 -1.098950 1.014907 -0.126 0.003 0.101
H 0.833449 3.454633 -1.748698 0.016 0.008 0.008

---

[2]
82
Properties=species:S:1:pos:R:3:forces:R:3 method="wB97M-V/def2-TZVPD" homo_ev=-4.96 spin_multiplicity=1 orbital_gap_ev=6.590 de_lowest_kcal_mol=0.0 molar_mass_g_mol=731.5 e_tot_ha=-2779.01962 charge=-1 lumo_energy_ev=1.63
O -1.436181 5.426766 3.642509 0.177 0.138 -0.028
O 0.047168 -2.309266 5.420841 -0.042 -0.243 -0.143
C -4.005848 2.096578 -2.545472 -0.179 -0.076 0.196
H -0.048662 -5.442568 -5.267511 -0.025 -0.006 -0.037
H 1.588197 -3.872862 0.197425 0.053 -0.101 -0.107
H -3.237180 4.524710 0.716633 0.027 -0.037 0.008
H 1.254599 6.395117 5.112498 0.078 -0.049 -0.184
H -2.023290 -3.715739 3.403086 0.160 -0.039 -0.091
H -0.642489 -4.210181 1.035893 0.055 -0.066 -0.048
O -5.660472 3.250978 1.349457 0.162 -0.117 -0.056
H 6.261420 0.238105 -1.256915 -0.114 -0.008 0.320
O -0.861752 -6.192335 -8.954689 -0.011 -0.018 -0.048
C -0.533205 5.670638 2.645716 0.280 -0.023 -0.265
H -1.629158 -4.510984 4.940846 0.029 0.030 0.021
C 7.336391 0.315488 1.968002 0.244 -0.403 -0.175
H -2.106383 3.072611 -2.125171 0.012 -0.021 -0.020
O 0.602349 6.218002 3.147704 -0.307 -0.091 0.112
O -2.105747 -6.052303 -7.080794 0.264 -0.078 -0.044
O 3.973014 1.020119 -1.614910 0.082 -0.160 0.835
C 6.391321 1.178758 2.492616 -0.351 0.491 0.405
C -0.766489 5.623041 4.888018 -0.096 -0.130 0.374
H -0.409310 4.657847 5.252917 0.037 0.016 -0.055
C -3.440416 3.807019 1.512310 0.311 0.217 0.084
C 5.351335 1.353861 0.356020 -0.245 -0.387 -1.509
C 7.288268 -0.040604 0.621213 0.117 0.023 -0.208
O 1.191555 1.368822 0.176427 0.272 0.707 -0.966
C 1.874196 0.449977 -0.310275 -1.152 -0.384 1.998
H -2.279158 -7.506547 -5.630066 0.042 0.003 -0.034
O -0.717210 5.435134 1.501074 -0.195 0.088 0.022
H -2.408692 -5.842750 -5.029565 -0.049 0.072 -0.153
C -1.294523 -2.360287 4.940274 -0.302 0.280 0.039
O 1.991076 -0.665411 0.254081 0.872 -0.712 -1.066
C -0.962954 -6.286236 -7.774725 0.035 0.028 -0.088
H -0.001122 -7.182169 -4.929278 0.101 -0.019 -0.137
H 4.641383 2.424531 2.057399 0.149 -0.223 0.032
C 4.274035 1.872748 -0.585686 0.512 0.398 0.691
O -3.592397 2.504166 0.937878 -0.378 0.048 -0.005
C 0.794833 -3.144461 4.650176 0.264 0.062 -0.089
O -2.979730 2.241079 -5.779287 -0.039 0.017 -0.043
C -1.893913 -6.490054 -5.735121 -0.261 -0.008 0.337
C 2.576534 0.656150 -1.696682 -0.971 0.840 -0.561
H 0.455349 2.890959 -3.815642 0.452 0.075 0.046
H -2.618126 3.824258 2.217515 0.065 -0.187 -0.126
O 3.791324 2.956230 -0.430803 -0.204 -0.140 -0.196
C -0.394954 -6.422784 -5.599668 0.202 -0.027 0.409
O -4.209323 2.498783 -3.905270 0.316 -0.048 -0.083
H -0.913925 -2.738487 0.082552 -0.093 -0.058 -0.144
H -4.483365 2.790556 -1.860254 -0.121 0.080 -0.222
H -2.138443 1.346601 -1.727588 0.161 -0.012 -0.148
H 1.005733 -3.114907 -1.292643 0.012 -0.006 0.042
C -3.079035 2.188240 -4.595698 0.067 0.002 0.024
C 1.210929 2.385328 -3.248600 -0.357 -0.548 0.433
C 0.803034 -3.889731 -0.553158 0.524 0.403 0.119
H -5.077602 5.077343 2.165905 -0.161 -0.077 -0.118
O 0.747089 -5.166929 -1.211465 -0.501 -0.088 -0.041
C 6.301941 0.486628 -0.197643 -0.008 0.005 0.446
C -0.570142 -3.769322 0.038661 -0.192 0.399 0.411
H 2.551752 -0.306882 -2.221201 0.178 0.310 0.100
H -2.003402 -2.276373 5.761936 0.171 0.018 0.107
O 1.975868 -3.208084 4.680335 0.029 -0.083 0.070
O -2.082641 1.815024 -3.756099 -0.346 0.096 -0.268
C 5.388262 1.724376 1.689568 0.231 -0.146 -0.215
H -1.440113 6.053858 5.626317 -0.135 -0.020 -0.154
C -2.504816 2.099768 -2.420698 0.239 -0.039 0.499
H 8.122835 -0.117230 2.587689 -0.271 0.186 0.000
O 0.047997 -6.642795 -6.943398 -0.286 0.058 -0.084
O 0.000554 -3.900737 3.841144 -0.039 0.210 0.217
O -0.929965 -6.333449 -2.159260 -0.064 -0.044 -0.162
C 1.813191 1.664456 -2.491997 0.312 -0.241 -0.384
C -1.349630 -3.704978 4.257892 -0.295 -0.190 -0.143
C -4.912911 2.286676 0.750663 0.124 -0.113 0.014
H -1.453764 -1.531700 4.246907 0.047 -0.046 -0.034
H -4.818149 3.651098 3.189413 0.005 -0.049 -0.041
C -0.551114 -5.430986 -1.475787 0.117 0.052 0.050
C 0.361274 6.552865 4.512090 0.220 0.192 0.205
H 0.073840 7.605360 4.572192 -0.037 -0.026 -0.015
C -4.780351 4.030866 2.165498 -0.041 0.225 0.220
H 8.014564 -0.736199 0.197918 -0.101 0.211 0.199
H 6.410256 1.450948 3.548446 0.103 -0.128 -0.222
O -1.371717 -4.542283 -0.865098 0.230 -0.266 -0.167
O -5.358043 1.371321 0.135923 -0.161 -0.035 0.033
H -4.435659 1.104825 -2.401462 -0.010 0.036 0.010

---

[3]
73
Properties=species:S:1:pos:R:3:forces:R:3 method="wB97M-V/def2-TZVPD" homo_ev="-4.48 / -4.48" spin_multiplicity=5 orbital_gap_ev="6.391 / 5.599" de_lowest_kcal_mol=0.0 molar_mass_g_mol=958.2 e_tot_ha=-7165.57685 charge=-1 lumo_energy_ev="1.91 / 1.12" s_squared=6.017
C -0.242772 0.952734 0.574134 -0.007 -0.033 -0.003
H -1.071274 -2.022224 1.104766 0.035 -0.029 -0.032
C 1.033451 1.043516 2.618525 -0.033 0.020 0.004
N -1.836021 -3.266006 -3.008312 0.053 0.042 0.047
H 1.158262 3.049389 -3.191988 0.000 -0.004 0.007
H 2.069898 -3.171349 1.113348 0.002 -0.003 0.002
C -2.492378 0.889923 -0.162721 -0.031 0.017 -0.063
C 1.410070 2.552543 -2.253266 -0.021 0.032 -0.015
C 5.258182 0.207504 2.401044 -0.002 0.005 -0.006
As -0.527759 -0.657101 -5.617514 0.034 -0.093 -0.053
C 1.837812 2.042369 2.103467 -0.001 0.009 -0.005
H 0.626160 4.714015 -0.702067 0.010 -0.001 0.003
H -0.485981 4.530434 -2.062601 -0.003 -0.002 0.000
H 3.064781 -2.168931 3.395543 0.000 0.001 0.001
H -1.039867 4.191644 -0.418964 0.010 -0.001 -0.012
C -5.150704 1.911389 -0.094434 0.001 0.011 -0.004
N -1.235447 0.347511 -0.244785 0.029 -0.013 0.048
C -1.844090 0.249629 3.593069 0.019 0.000 0.008
H -0.602042 2.110478 -1.727404 0.027 0.035 0.015
C -1.666636 -1.561850 1.888381 -0.016 -0.023 0.008
C 1.963693 -2.105667 0.912984 0.010 -0.012 -0.010
C 4.838795 0.349082 1.089516 0.000 0.002 0.006
C -2.126816 -4.563343 -2.940839 0.000 -0.012 -0.027
H -2.581699 0.802269 3.009428 -0.011 0.015 -0.021
C 3.140567 -1.320725 1.429387 0.001 -0.002 0.016
H 2.305490 3.031059 -1.842876 0.003 -0.003 -0.004
H 4.942301 -0.820303 4.262051 -0.001 0.000 0.000
C 3.780489 -0.409309 0.594552 0.005 -0.006 -0.014
Te 1.914960 -1.787200 -1.211988 -0.012 -0.073 0.069
S -1.939822 -2.257755 -5.913176 0.013 0.061 -0.002
Co -0.654960 -0.835030 -1.707179 -0.078 0.044 -0.068
H -2.558216 -5.078879 -3.781558 -0.002 0.005 0.003
H -0.791283 -3.784082 -0.071955 0.002 0.014 0.032
H -5.622818 0.186164 -1.324313 -0.001 0.003 0.001
H 1.224060 0.666651 3.618671 0.003 -0.001 -0.002
H 2.664319 2.433344 2.684149 0.000 0.000 0.001
H 2.798770 0.740387 -0.934688 0.023 -0.021 0.013
H -1.983305 -2.343403 2.585040 -0.007 0.002 -0.001
C -4.120295 2.560121 0.566180 -0.005 -0.006 0.009
H -2.557476 -1.152201 1.414984 0.002 0.001 0.002
H -1.308108 0.959052 4.225690 -0.003 -0.002 -0.002
C -1.744217 -4.998209 -1.685442 -0.002 0.036 -0.001
C -1.209111 -3.872174 -1.060414 0.026 0.007 -0.029
H -4.319369 3.473259 1.114658 -0.002 -0.001 0.000
C 0.234906 2.646953 -1.281201 -0.027 0.010 0.034
I -1.909865 -6.893518 -0.905106 -0.007 -0.030 0.012
H 5.328779 1.062257 0.436621 0.002 -0.001 0.001
S 2.683786 -0.850778 -4.304058 0.062 0.044 -0.061
H -2.037541 2.593350 1.060876 -0.002 -0.011 0.009
S 1.254615 -2.055743 -4.897953 -0.033 0.035 0.018
N -1.269736 -2.826034 -1.881587 -0.027 -0.013 0.015
C 0.535418 2.013083 0.066008 0.053 -0.006 -0.020
H 6.081369 0.804085 2.773920 0.000 -0.001 -0.001
C 3.569268 -1.460997 2.747331 -0.004 0.000 0.001
C 4.619592 -0.702451 3.235138 0.000 -0.007 0.004
C 3.300107 -0.217238 -0.818020 0.025 0.008 0.015
H -2.378411 -0.454186 4.236661 0.003 0.002 -0.004
S -0.933254 0.324771 -3.663448 -0.067 -0.058 0.040
C -3.575978 0.264680 -0.804074 -0.001 0.010 0.049
C -2.823522 2.064627 0.536683 0.010 -0.022 0.012
H -1.911815 -2.682772 -3.884893 -0.042 -0.034 -0.013
C -0.884466 -0.502314 2.660961 -0.002 0.020 -0.003
C 1.570304 2.532664 0.836996 0.016 -0.017 -0.005
H 2.178213 3.334997 0.432608 -0.007 0.005 0.008
H 1.041607 -1.748170 1.364681 0.003 -0.004 0.000
C -4.861906 0.740133 -0.789862 0.005 -0.006 -0.004
C -0.191661 4.107010 -1.100121 -0.002 0.016 -0.009
H -6.159387 2.301305 -0.076417 0.001 0.000 0.000
H 4.105313 -0.290299 -1.546833 0.003 0.006 -0.003
C -0.022772 0.497589 1.888665 -0.011 0.031 0.007
H -0.176235 -1.040674 3.303179 -0.002 -0.004 0.012
F -3.324762 -0.898405 -1.459045 -0.002 -0.002 -0.018
H 1.638434 1.517346 -2.508790 -0.015 0.011 -0.016